No. 1
{
  "formula": "CH12O6",
  "method": "ωB97M-V with the def2-TZVPD basis set",
  "smiles": "C=O.O.O.O.O.O",
  "multiplicity": 1,
  "orbital_gap_ev": 10.49,
  "symbols": ["C", "O", "H", "H", "O", "H", "H", "O", "H", "H", "O", "H", "H", "O", "H", "H", "O", "H", "H"],
  "xyz": [[-2.341, 0.068, 2.853], [-1.706, -0.937, 2.748], [-3.264, 0.030, 3.451], [-2.009, 1.027, 2.432], [0.254, 2.221, 0.772], [0.718, 1.380, 0.969], [0.896, 2.917, 0.932], [1.589, 0.225, -3.852], [1.850, 0.639, -3.024], [2.240, 0.531, -4.484], [0.395, -2.336, -1.113], [0.017, -1.856, -1.865], [1.211, -2.723, -1.474], [-1.440, -0.008, -0.544], [-1.432, 0.946, -0.572], [-2.080, -0.248, 0.123], [1.502, -0.305, 1.024], [1.196, -1.189, 0.966], [2.405, -0.382, 0.658]]
}

No. 2
{
  "formula": "CH12O7",
  "method": "ωB97M-V with the def2-TZVPD basis set",
  "multiplicity": 2,
  "orbital_gap_ev": [11.44, 2.86],
  "total_charge": 1,
  "symbols": ["O", "C", "O", "H", "H", "H", "H", "O", "H", "H", "O", "H", "H", "O", "H", "H", "O", "H", "H", "O"],
  "xyz": [[1.689, -1.985, -2.262], [2.391, -1.990, -1.318], [3.202, -0.866, -0.997], [2.402, -2.782, -0.556], [3.531, -0.252, -1.616], [-2.059, -1.665, 2.704], [-2.141, -0.329, 1.861], [-1.716, -1.226, 1.929], [0.603, 0.117, 1.401], [0.398, 0.538, 2.832], [0.145, 0.747, 1.907], [-1.187, 0.496, -3.054], [-1.375, -0.781, -2.189], [-0.746, -0.167, -2.450], [-2.319, 1.193, 2.010], [-2.825, 2.718, 1.959], [-2.864, 1.820, 2.440], [0.155, 2.367, -0.284], [-1.030, 3.458, -0.514], [-0.774, 2.534, -0.147]]
}

No. 3
{
  "formula": "CH13NO4",
  "method": "ωB97M-V with the def2-TZVPD basis set",
  "smiles": "CN.O.O.O.O",
  "multiplicity": 1,
  "orbital_gap_ev": 10.28,
  "symbols": ["C", "N", "H", "H", "H", "H", "H", "O", "H", "H", "O", "H", "H", "O", "H", "H", "O", "H", "H"],
  "xyz": [[0.538, -1.226, 1.991], [-0.773, -1.313, 1.343], [1.055, -0.349, 1.609], [0.506, -1.132, 3.086], [1.145, -2.095, 1.726], [-1.156, -0.386, 1.185], [-1.436, -1.846, 1.884], [-0.159, -1.537, -1.419], [-0.160, -1.728, -0.455], [-0.285, -2.379, -1.865], [0.526, 0.892, -2.389], [1.372, 0.746, -2.825], [0.274, 0.010, -2.043], [-1.689, 1.370, 0.150], [-1.658, 1.251, -0.808], [-0.848, 1.818, 0.343], [1.008, 2.518, -0.147], [0.845, 1.955, -0.930], [0.894, 3.430, -0.437]]
}

No. 4
{
  "formula": "CH13NO6",
  "method": "ωB97M-V with the def2-TZVPD basis set",
  "smiles": "NC=O.O.O.O.O.O",
  "multiplicity": 1,
  "orbital_gap_ev": 11.25,
  "symbols": ["N", "C", "O", "H", "H", "H", "O", "H", "H", "O", "H", "H", "O", "H", "H", "O", "H", "H", "O", "H", "H"],
  "xyz": [[0.389, -2.270, 0.715], [0.284, -1.576, -0.468], [1.061, -0.701, -0.803], [-0.277, -2.971, 0.975], [1.114, -1.985, 1.354], [-0.393, -2.089, -1.157], [-0.138, 1.067, -2.454], [0.132, 0.310, -1.894], [0.503, 1.727, -2.152], [-2.256, -1.795, 0.731], [-2.044, -0.915, 0.342], [-3.076, -1.623, 1.227], [2.498, 1.047, 0.637], [2.040, 0.483, -0.027], [3.096, 1.664, 0.197], [0.191, 2.383, 1.226], [0.981, 1.958, 0.829], [0.411, 2.274, 2.159], [-1.741, 0.705, -0.397], [-1.496, 1.048, -1.288], [-1.279, 1.258, 0.250]]
}

No. 5
{
  "formula": "CH14BaO10",
  "method": "ωB97M-V with the def2-TZVPD basis set",
  "multiplicity": 1,
  "orbital_gap_ev": 3.79,
  "symbols": ["Ba", "C", "O", "O", "O", "O", "H", "H", "O", "H", "H", "O", "H", "H", "O", "H", "H", "O", "H", "H", "O", "H", "H", "O", "H", "H"],
  "xyz": [[0.282, -0.340, -0.111], [-0.673, -0.451, 3.462], [-1.619, -0.332, 4.294], [-0.877, -1.069, 2.316], [0.493, 0.117, 3.653], [2.780, -0.684, -0.961], [3.110, -1.016, -1.805], [3.491, -0.857, -0.330], [-0.085, 1.869, -1.660], [-0.827, 1.993, -2.266], [0.480, 2.642, -1.799], [2.004, -0.155, 1.918], [2.925, -0.341, 2.126], [1.519, -0.099, 2.820], [-1.260, -2.283, -1.448], [-1.201, -3.225, -1.244], [-1.224, -2.237, -2.410], [-0.532, 1.828, 1.603], [-0.511, 1.395, 2.491], [-1.248, 2.467, 1.652], [-2.474, 0.505, -0.531], [-2.865, 1.340, -0.812], [-2.935, -0.167, -1.051], [0.469, -0.480, -2.958], [0.468, -0.881, -3.836], [0.312, 0.459, -3.114]]
}

No. 6
{
  "formula": "CH14MgO6",
  "method": "ωB97M-V with the def2-TZVPD basis set",
  "multiplicity": 1,
  "orbital_gap_ev": 3.85,
  "total_charge": 2,
  "symbols": ["Mg", "O", "H", "H", "O", "H", "H", "O", "H", "H", "O", "H", "H", "O", "H", "H", "C", "O", "H", "H", "H", "H"],
  "xyz": [[-7.112, -30.220, -11.328], [-10.080, -28.407, -11.124], [-10.929, -28.740, -10.832], [-10.266, -27.526, -11.448], [-5.324, -27.018, -11.775], [-4.376, -26.958, -11.657], [-5.560, -26.214, -12.237], [-7.435, -30.245, -14.845], [-7.477, -31.013, -15.415], [-7.738, -29.522, -15.394], [-4.009, -31.731, -11.893], [-3.714, -32.176, -12.687], [-3.310, -31.885, -11.258], [-8.847, -33.218, -10.925], [-8.667, -34.029, -10.450], [-9.595, -33.429, -11.485], [-6.818, -30.333, -6.123], [-6.641, -29.766, -7.396], [-7.645, -31.042, -6.098], [-5.891, -30.796, -5.785], [-7.002, -29.615, -5.324], [-6.439, -28.870, -7.116]]
}

No. 7
{
  "formula": "CH14N2O4",
  "method": "ωB97M-V with the def2-TZVPD basis set",
  "smiles": "NCN.O.O.O.O",
  "multiplicity": 1,
  "orbital_gap_ev": 9.86,
  "symbols": ["N", "C", "N", "H", "H", "H", "H", "H", "H", "O", "H", "H", "O", "H", "H", "O", "H", "H", "O", "H", "H"],
  "xyz": [[2.297, -0.835, -0.453], [1.058, -1.607, -0.710], [0.242, -1.686, 0.511], [1.989, 0.125, -0.441], [2.695, -1.119, 0.432], [0.521, -0.949, -1.389], [1.313, -2.625, -0.986], [-0.712, -1.364, 0.467], [0.359, -2.549, 1.017], [-2.472, 2.024, 0.890], [-2.626, 2.126, 1.833], [-1.506, 1.924, 0.805], [0.302, 1.541, 0.929], [0.899, 1.783, 1.638], [0.345, 0.598, 0.732], [-2.795, -0.687, 0.616], [-2.683, 0.265, 0.490], [-3.581, -1.023, 0.188], [1.193, 1.493, -1.913], [1.423, 0.577, -2.122], [1.739, 1.989, -2.533]]
}

No. 8
{
  "formula": "CH14NO6",
  "method": "ωB97M-V with the def2-TZVPD basis set",
  "multiplicity": 1,
  "orbital_gap_ev": 8.01,
  "total_charge": -1,
  "symbols": ["N", "C", "O", "H", "H", "H", "H", "H", "H", "O", "H", "H", "O", "H", "H", "O", "H", "H", "O", "H", "H", "O"],
  "xyz": [[-0.316, 2.184, -1.311], [0.535, 1.058, -0.871], [0.011, 0.552, 0.299], [-0.962, 2.068, -2.075], [-0.846, 2.399, -0.474], [0.710, 0.227, -1.557], [1.634, 1.285, -0.734], [-1.547, -2.124, 0.810], [-1.558, -0.942, -0.226], [-1.858, -1.854, -0.071], [0.491, 1.848, 1.278], [0.530, 2.370, 2.779], [1.048, 2.301, 1.964], [0.959, -2.080, 1.531], [0.013, -0.852, 1.062], [0.203, -1.538, 1.763], [-2.295, -2.545, -3.057], [-2.111, -1.777, -1.829], [-2.507, -1.651, -2.718], [2.524, -1.089, 1.078], [2.340, 0.401, 1.298], [3.002, -0.242, 1.062]]
}

Energy above the lowest of the compared OMol25 structures with the same formula, charge and spin in kcal per mole, matching the order above: 21.23; 76.30; 0.00; 9.08; 9.60; 184.30; 18.77; 32.76
E in hartree, matching the order above: -496.6965; -571.5230; -401.6205; -552.1236; -824.4655; -697.3184; -456.9498; -552.7241